{
  "formula": "C26H41Cl3N3NiO5PS",
  "method": "wB97M-V/def2-TZVPD",
  "symbols": ["Ni", "O", "N", "C", "C", "C", "C", "C", "S", "H", "H", "H", "H", "Cl", "C", "Cl", "Cl", "C", "O", "O", "N", "C", "N", "O", "H", "H", "H", "H", "O", "P", "C", "C", "C", "C", "C", "C", "C", "C", "C", "C", "C", "C", "C", "C", "C", "C", "C", "C", "H", "H", "H", "H", "H", "H", "H", "H", "H", "H", "H", "H", "H", "H", "H", "H", "H", "H", "H", "H", "H", "H", "H", "H", "H", "H", "H", "H", "H", "H", "H", "H", "H"],
  "xyz": [[-1.165853, 2.268930, 0.580853], [-1.051630, 2.274792, -1.405230], [-0.953560, 3.469527, -1.984745], [-0.632886, 3.466741, -3.298410], [-0.527128, 4.622681, -4.015730], [-0.758299, 5.834776, -3.353312], [-1.074928, 5.821689, -2.022913], [-1.179918, 4.619948, -1.288859], [-1.565206, 4.577326, 0.370404], [-0.480416, 2.477215, -3.701369], [-0.269796, 4.577729, -5.063261], [-0.684624, 6.774183, -3.884677], [-1.254092, 6.736873, -1.477366], [2.981009, 2.825766, 3.313274], [1.275410, 2.737364, 3.749684], [1.033893, 1.356472, 4.849217], [0.785428, 4.231775, 4.557391], [0.368791, 2.537019, 2.502596], [-0.852675, 2.366300, 2.725526], [0.881031, 2.565125, 1.374895], [-3.209397, 0.809447, 2.757480], [-3.653503, 0.902105, 1.486826], [-4.685164, 0.066567, 1.131267], [-3.188406, 1.689030, 0.659198], [-3.447443, 0.005835, 3.310469], [-2.350629, 1.305852, 2.976545], [-5.311648, -0.252159, 1.851219], [-5.120792, 0.317840, 0.259112], [-0.796682, 0.249865, 0.734706], [-0.072055, -0.966713, 0.230921], [1.615228, -0.598851, -0.324203], [2.513148, -0.216103, 0.875686], [3.679185, 0.679443, 0.438492], [4.150038, 0.296786, -0.959142], [3.054347, 0.614962, -1.989350], [1.648044, 0.511493, -1.381244], [-1.031491, -1.782091, -1.091826], [-0.254065, -2.819472, -1.946824], [-0.220515, -2.416882, -3.418057], [-1.635880, -2.292008, -3.983940], [-2.570764, -1.497885, -3.043014], [-1.794382, -0.764487, -1.954719], [-0.008974, -2.198704, 1.572916], [0.237467, -1.565438, 2.947015], [-0.067385, -2.594845, 4.034239], [0.632853, -3.950075, 3.771289], [1.617428, -3.863376, 2.608321], [0.926198, -3.409172, 1.321038], [2.011172, -1.511356, -0.783608], [2.895012, -1.129923, 1.341894], [1.928250, 0.317119, 1.626563], [4.488858, 0.602065, 1.166243], [3.351125, 1.721814, 0.447598], [4.383361, -0.773706, -0.974047], [5.075290, 0.812520, -1.220313], [3.141027, -0.059853, -2.845656], [3.193556, 1.627834, -2.374667], [0.914785, 0.336731, -2.168513], [1.357217, 1.447921, -0.903794], [-1.799596, -2.317844, -0.520741], [-0.738812, -3.795521, -1.857597], [0.764805, -2.963248, -1.584606], [0.349041, -3.151864, -3.990504], [0.314066, -1.468186, -3.522388], [-2.038965, -3.295225, -4.144406], [-1.593361, -1.820922, -4.967896], [-3.287333, -2.174416, -2.566922], [-3.162770, -0.779735, -3.612615], [-2.459027, -0.176300, -1.321109], [-1.119088, -0.035722, -2.401680], [-1.046634, -2.557709, 1.591540], [-0.387358, -0.679157, 3.065184], [1.269580, -1.223018, 3.032289], [-1.150356, -2.743430, 4.077302], [0.224213, -2.192372, 5.006142], [-0.110120, -4.720657, 3.546880], [1.156262, -4.286103, 4.667544], [2.097063, -4.829807, 2.441190], [2.419822, -3.165209, 2.861504], [0.341213, -4.237823, 0.913796], [1.688387, -3.180097, 0.573009]],
  "forces_ev_per_a": [[-0.2, 0.0, 0.2], [0.1, 0.1, 0.0], [0.0, 0.0, 0.0], [0.0, 0.0, 0.0], [0.0, 0.0, 0.0], [0.0, 0.0, 0.0], [0.0, 0.0, 0.0], [0.0, 0.0, -0.1], [0.0, 0.0, 0.0], [0.0, 0.0, 0.0], [0.0, 0.0, 0.0], [0.0, 0.0, 0.0], [0.0, 0.0, 0.0], [0.0, 0.0, 0.0], [0.0, 0.0, 0.0], [0.0, 0.0, 0.0], [0.0, 0.0, 0.0], [0.1, 0.0, -0.1], [0.0, 0.0, 0.0], [0.0, 0.0, 0.0], [0.0, 0.0, 0.0], [0.0, 0.0, 0.1], [0.0, 0.0, 0.0], [0.0, 0.0, -0.2], [0.0, 0.0, 0.0], [0.0, 0.0, 0.0], [0.0, 0.0, 0.0], [0.0, 0.0, 0.0], [0.0, 0.0, 0.0], [0.0, 0.0, 0.0], [0.0, -0.1, 0.0], [0.0, 0.0, 0.0], [0.0, 0.0, 0.0], [0.0, 0.0, 0.0], [0.0, 0.0, 0.0], [0.0, 0.0, 0.0], [0.0, 0.0, 0.0], [0.0, 0.0, 0.0], [0.0, 0.0, 0.0], [0.0, 0.0, 0.0], [0.0, 0.0, 0.0], [0.0, 0.0, 0.0], [0.0, 0.0, 0.0], [0.0, 0.0, 0.0], [0.0, 0.0, 0.0], [0.0, 0.0, 0.0], [0.0, 0.0, 0.0], [0.0, 0.0, 0.0], [0.0, 0.0, 0.0], [0.0, 0.0, 0.0], [0.0, 0.0, 0.0], [0.0, 0.0, 0.0], [0.0, 0.0, 0.0], [0.0, 0.0, 0.0], [0.0, 0.0, 0.0], [0.0, 0.0, 0.0], [0.0, 0.0, 0.0], [0.0, 0.0, 0.0], [0.0, 0.0, 0.0], [0.0, 0.0, 0.0], [0.0, 0.0, 0.0], [0.0, 0.0, 0.0], [0.0, 0.0, 0.0], [0.0, 0.0, 0.0], [0.0, 0.0, 0.0], [0.0, 0.0, 0.0], [0.0, 0.0, 0.0], [0.0, 0.0, 0.0], [0.0, 0.0, 0.0], [0.0, 0.0, 0.0], [0.0, 0.0, 0.0], [0.0, 0.0, 0.0], [0.0, 0.0, 0.0], [0.0, 0.0, 0.0], [0.0, 0.0, 0.0], [0.0, 0.0, 0.0], [0.0, 0.0, 0.0], [0.0, 0.0, 0.0], [0.0, 0.0, 0.0], [0.0, 0.0, 0.0], [0.0, 0.0, 0.0]],
  "mulliken_spin": [1.7569, 0.0476, -0.0021, 0.0003, 0.0009, -0.0004, -0.0058, -0.0015, 0.0978, 0.0003, -0.0002, -0.0002, -0.0016, 0.0011, 0.0043, 0.0003, 0.0004, -0.0129, 0.0347, 0.0273, 0.0003, -0.0003, 0.0036, 0.0272, -0.0001, -0.0008, 0.0000, -0.0006, 0.0170, 0.0085, -0.0009, -0.0004, -0.0004, 0.0001, -0.0003, -0.0027, -0.0013, 0.0009, 0.0000, 0.0000, -0.0004, -0.0023, 0.0019, 0.0005, -0.0001, 0.0000, 0.0002, 0.0004, -0.0004, 0.0001, -0.0005, 0.0000, -0.0002, 0.0000, 0.0000, 0.0000, 0.0000, 0.0003, 0.0033, -0.0009, -0.0001, -0.0002, 0.0001, 0.0000, 0.0000, 0.0000, 0.0000, 0.0000, 0.0002, 0.0015, 0.0010, -0.0019, 0.0000, -0.0001, 0.0000, 0.0000, 0.0000, 0.0000, 0.0001, 0.0003, 0.0000],
  "e_lumo_ev": [0.436, 0.435],
  "homo_energy_ev": [-7.4, -7.3],
  "multiplicity": 3,
  "relative_energy_ev": 0.0961,
  "e_tot_ev": -141074.5462,
  "homo_lumo_gap_ha": [0.28792, 0.28504]
}